No. 1
Molecular formula: C52H58F6N2O2P2SbTi
Method: DFT, the ωB97M-V functional and the def2-TZVPD basis

Calculated values
- charge = +1
- gap between HOMO and LUMO (alpha / beta) (eV) = 6.3 / 6.3
- relative energy (zero: lowest compared OMol25 entry of this formula, charge and spin) (kcal/mol) = 62.8

Last column: Mulliken charge in e.
CARTESIAN COORDINATES (ANGSTROEM)
Sb 1.1149 -0.5767 -4.9629  1.916
Ti 0.2740 0.8222 -1.1227  -0.338
P -2.1223 -1.3916 1.2943  0.438
P 0.6216 -1.4447 0.2259  1.486
F 0.9112 -2.3000 -4.2364  -0.589
F 1.4073 1.1940 -5.4863  -0.509
F 2.8998 -0.6469 -4.3697  -0.581
F 0.9250 0.0589 -2.7315  0.597
F -0.7157 -0.1935 -4.8038  -0.558
F 1.1576 -1.2327 -6.6948  -0.522
O -1.0866 1.4198 -0.1336  1.964
O -2.7400 2.9235 -0.0841  -0.612
N -0.8343 -2.2840 0.4598  1.074
N -2.1300 0.0831 -2.0180  0.786
C -4.6346 -1.7670 0.2629  -0.289
C -5.8122 -2.4474 -0.0210  -0.679
C 4.0372 1.0537 1.8762  -2.727
C 0.6784 -0.0298 2.6064  0.597
C 0.5456 3.4508 -0.2602  -1.079
C -2.4676 -2.7852 -4.2304  -1.073
C 1.0234 0.1755 3.9335  -0.779
C -3.5836 -2.4080 0.9130  0.145
C -0.0489 4.4367 2.0431  2.027
C -1.5992 -2.4606 5.7448  -0.638
C -4.9004 -4.4237 1.0015  -0.819
C -0.9808 -3.2656 4.7975  -0.853
C -5.9419 -3.7763 0.3441  -0.647
C -3.8163 -2.6775 -4.6338  -1.009
C -4.0526 -0.6901 -3.2884  0.761
C -2.4754 -1.0749 3.9919  -0.919
C -2.6968 -0.8053 -2.8823  -0.420
C 3.8869 0.2471 -0.4471  -1.079
C -1.1939 -3.3518 -0.4882  -1.728
C 3.2724 -4.7557 -1.5307  -0.915
C 2.5401 -4.9798 -0.3695  -0.814
C 3.0357 2.3435 -3.0410  -1.996
C -4.2466 1.2496 -1.8995  -1.186
C -2.3499 -1.3666 5.3407  -0.740
C 2.4439 2.1922 0.3002  1.309
C 1.9386 -0.6603 4.5552  -1.079
C 1.9995 3.1331 -2.2442  1.979
C -2.2785 1.9060 -0.5069  -0.409
C -1.1185 -2.9815 3.4472  -0.226
C 2.4190 -2.5138 -1.6393  0.129
C 1.5667 2.5357 -0.8752  0.370
C 2.1722 -1.9164 2.5236  0.123
C 1.2341 -1.0936 1.8980  0.766
C 4.9403 2.4955 0.1321  -1.815
C 3.7996 1.4992 0.4236  2.457
C 1.8843 2.7917 1.3965  -0.690
C -2.9082 1.0322 -1.5404  -0.248
C 2.5227 -1.6986 3.8451  -1.287
C 2.5964 4.5296 -1.9996  -1.585
C -0.9871 3.5064 2.8245  -1.178
C -3.7326 -3.7427 1.2917  -0.093
C -0.8774 5.4918 1.3080  -1.806
C -4.5909 -1.6528 -4.1739  -0.957
C -1.9241 -1.8726 -3.3757  0.587
C 0.7505 3.6115 1.0607  -0.085
C 1.6954 -2.7239 -0.4723  0.296
C 1.7500 -3.9739 0.1550  -0.846
C 0.7252 3.3167 -3.0987  -1.458
C -4.8161 0.3832 -2.7893  -0.769
C 3.2066 -3.5275 -2.1663  -1.137
C -1.8683 -1.8845 3.0347  1.025
C 0.8961 5.1364 3.0252  -1.765
H 3.8861 -5.5462 -1.9416  0.413
H -2.1998 -3.2053 -0.8721  0.538
H -2.8293 -0.7344 6.0771  0.448
H 2.6511 -2.7174 1.9788  0.413
H 3.2118 0.4573 2.2563  1.021
H 4.9465 0.4507 1.9197  0.529
H -4.7764 2.0834 -1.4623  0.629
H 3.2595 2.8881 -3.9582  0.601
H -1.8586 -3.5959 -4.6080  0.586
H -0.6200 -3.5997 2.7095  0.228
H -1.6201 5.0293 0.6598  0.192
H 5.0110 2.8034 -0.9053  0.285
H 2.8373 4.9940 -2.9581  0.504
H -1.4931 -2.6855 6.7979  0.418
H 0.1485 4.1876 -2.7902  0.470
H 4.8128 3.3936 0.7384  0.329
H 3.5169 4.4612 -1.4179  0.302
H 3.2551 -2.3384 4.3192  0.466
H -1.6866 3.0075 2.1541  0.007
H 0.0375 2.4543 -3.0865  -0.115
H 1.6171 5.7634 2.4976  0.395
H 3.3995 -0.5846 0.0622  -0.294
H -0.2396 3.9223 -0.8309  0.630
H 3.9646 2.2270 -2.4991  0.068
H -0.4152 2.7495 3.3651  -0.093
H 2.3721 -1.5676 -2.1550  0.193
H 1.9048 5.1817 -1.4683  0.294
H -1.4078 6.1161 2.0287  0.479
H -4.5310 -0.7272 -0.0198  0.456
H -6.8578 -4.3111 0.1298  0.416
H 3.4288 0.3767 -1.4252  -0.354
H -2.9360 -4.2459 1.8263  0.373
H -0.5104 -3.3735 -1.3328  0.530
H 0.3242 5.7734 3.7015  0.450
H -4.2299 -3.4101 -5.3133  0.427
H -0.0429 0.6310 2.1371  -0.398
H -0.2382 6.1412 0.7061  0.324
H -3.0429 -0.2042 3.6786  0.412
H -1.1468 -4.3266 0.0039  0.259
H 1.4484 4.4202 3.6369  0.284
H 5.8941 2.0391 0.4042  0.523
H -5.0087 -5.4590 1.2965  0.447
H 2.2880 2.7149 2.3955  0.338
H -1.5604 4.0789 3.5568  0.646
H -5.6259 -1.5579 -4.4769  0.462
H 4.9262 -0.0461 -0.6124  0.758
H -6.6264 -1.9363 -0.5191  0.479
H 2.2036 -0.4972 5.5917  0.485
H -0.3904 -4.1162 5.1133  0.440
H 4.1870 1.9055 2.5408  0.523
H 0.9877 3.4422 -4.1473  0.528
H 2.5820 -5.9425 0.1221  0.490
H 3.7587 -3.3493 -3.0792  0.553
H -5.8456 0.4988 -3.1050  0.528
H 1.1635 -4.1581 1.0470  0.268
H 0.5683 0.9850 4.4884  0.402
H -0.8929 -1.9405 -3.0665  0.249
H 2.6995 1.3571 -3.3294  0.467

No. 2
Molecular formula: C52H59ClF32O11
Method: DFT, the ωB97M-V functional and the def2-TZVPD basis

Calculated values
- gap between HOMO and LUMO (eV) = 7.3
- structure (SMILES) = CCOC(=O)CCCC1=CC(=O)C(CCOCCOc2ccc(C(C)(C)CC(C)(C)C)cc2)=C(CC(=O)Cl)C1=O.FC(F)C(F)(F)COC(F)(F)C(F)F.FC(F)C(F)(F)COC(F)(F)C(F)F.FC(F)C(F)(F)COC(F)(F)C(F)F.FC(F)C(F)(F)COC(F)(F)C(F)F

Last column: Mulliken charge in e.
CARTESIAN COORDINATES (ANGSTROEM)
Cl -8.0953 4.6570 -2.7492  -0.212
F 8.4203 4.2547 2.7553  -0.184
F -3.6501 -13.8872 -2.6542  -0.270
F -2.8933 -14.1902 -0.6408  -0.330
F 2.7965 1.0003 -2.6334  -0.228
F 9.8207 6.5296 1.6643  -0.279
F -0.1513 -13.0403 -4.0142  -0.295
F 11.6018 5.7496 2.6066  -0.303
F -2.7142 -13.6615 -5.1909  -0.226
F 9.3248 5.6202 4.1912  -0.260
F 3.1213 -6.1983 -3.8830  -0.255
F 3.6446 -5.4640 -5.8635  -0.279
F 4.1455 -0.3946 -0.9610  -0.142
F 6.3540 4.7718 -0.6263  -0.165
F 1.5991 -8.2792 -4.3706  -0.243
F 5.6820 0.8611 -2.6793  -0.236
F -1.2004 -12.8522 -6.5319  -0.258
F 5.6636 -7.3760 -6.0122  -0.298
F 3.2631 -8.1900 -2.0578  -0.271
F 5.3995 -1.7967 -3.1051  -0.282
F 4.7969 2.8464 -2.7831  -0.151
F 3.9024 -3.3528 -2.8635  -0.339
F 8.6371 3.9154 -1.8034  -0.344
F -1.3577 -15.2733 -3.6223  -0.214
F -0.5036 -10.9868 -4.5916  -0.270
F 7.4638 5.8453 0.9038  -0.250
F 3.1330 -10.3584 -1.9711  -0.329
F -2.6268 -16.3645 -2.2339  -0.271
F 0.7722 -9.1581 -2.5631  -0.278
F 8.4106 3.2382 0.2486  -0.271
F 4.8565 -2.3998 -0.5124  -0.276
F 3.6707 -8.2024 -5.8859  -0.283
F 2.9180 1.9035 -4.5928  -0.328
O -5.3020 -0.2289 5.2561  -0.542
O 5.0365 -8.2573 -4.1095  -0.407
O 10.6514 4.5387 1.0514  -0.409
O -4.3753 -2.2499 5.2277  -0.382
O -6.7671 7.2491 2.6537  -0.209
O -1.8718 -11.9003 -3.1521  -0.362
O -8.3325 1.6045 -0.0407  -0.590
O 3.6506 -0.1455 -4.3624  -0.404
O -3.5793 8.7871 1.9004  -0.492
O -6.5908 5.0783 -0.6769  -0.384
O -7.8733 3.4785 4.5557  -0.555
C -1.7825 -15.3118 -2.3434  0.108
C 4.1208 -6.1278 -4.7831  0.350
C -0.1252 3.6484 2.1121  -1.842
C 4.9406 1.6805 -3.4497  0.165
C -8.2545 3.6190 1.1402  0.379
C -1.4730 7.9446 1.9199  -1.179
C -0.5316 7.0153 1.7309  -0.341
C -4.9497 -1.1824 4.6534  0.458
C 4.1246 -2.0150 -2.7189  0.897
C -1.9912 -12.5627 -5.4728  0.209
C -6.2378 0.2497 1.4786  -0.928
C 2.6553 2.9626 0.6327  -1.985
C -8.1294 4.1573 2.3223  0.733
C 9.5958 4.7228 3.2163  0.185
C 3.9471 -1.6993 -1.2317  0.061
C -8.4893 5.5690 2.6876  -0.728
C 1.7430 -9.2977 -3.4997  0.247
C -6.8680 2.0453 3.0350  -0.279
C 3.1144 -9.2923 -2.8232  0.868
C -5.5753 7.8262 3.1537  -0.327
C 0.1576 4.6792 0.9717  4.340
C -7.6308 3.2555 3.4181  -0.484
C -3.1229 6.5241 1.1570  -0.925
C -8.7621 4.3567 -0.0564  -1.697
C 10.0991 4.8105 -0.2280  -0.883
C 10.4001 5.3961 2.1024  0.776
C -7.6409 4.7423 -1.0170  0.708
C -2.8569 -1.1821 6.8612  -1.136
C -2.1750 5.5891 0.9445  -0.467
C -2.7680 7.7325 1.6563  0.767
C 2.7314 4.4832 0.4429  2.900
C 7.5436 5.3590 -0.3504  -0.010
C -6.9661 1.5042 1.8601  0.898
C 8.6640 4.3291 -0.5041  1.044
C 3.0128 4.8465 -1.0531  -0.769
C 1.5620 5.2976 1.0571  -3.280
C -0.8659 5.8155 1.2220  -0.756
C -7.4556 6.3516 3.5105  -0.760
C 4.0102 4.9369 1.2129  -2.115
C 4.6015 -7.5209 -5.1916  0.761
C 3.1723 -1.3070 -3.6997  -0.749
C -1.1261 -12.1492 -4.2813  0.739
C 4.3444 -9.4395 -3.7363  -0.774
C -0.2021 4.0852 -0.4156  -1.925
C -1.7109 -12.7187 -2.0018  -0.716
C -4.0498 -2.0887 6.6147  -0.208
C -5.1791 -1.3484 3.1595  -0.524
C -4.9831 8.5831 1.9494  -0.750
C -2.5138 -14.0299 -1.9398  0.876
C 3.5633 1.0812 -3.7388  0.798
C -7.8972 2.1816 0.8958  0.272
C -4.9950 -0.0413 2.3387  -0.897
H 4.8365 4.2460 1.0876  0.330
H -5.3281 8.1575 1.0082  0.392
H 10.2434 5.8518 -0.5155  0.355
H 4.0892 4.8958 -1.1652  0.020
H -1.0112 3.9195 2.6748  0.448
H 5.0755 -9.9903 -3.1466  0.448
H -9.3700 5.2265 0.1637  0.609
H -5.8560 8.5585 3.9202  0.288
H -0.6593 -12.8714 -1.7605  0.333
H -0.9503 3.3051 -0.3075  0.428
H -4.1502 6.2891 0.9346  0.509
H -6.2224 1.6495 3.8072  0.391
H 1.5372 6.2435 0.5120  0.643
H -4.9082 7.1108 3.6412  0.403
H 7.6806 6.1935 -1.0440  0.283
H -4.4438 -2.0833 2.8344  0.337
H 5.4866 1.8629 -4.3777  0.200
H -0.6322 4.8876 -1.0130  0.413
H 10.1571 3.8890 3.6433  0.243
H 2.3755 2.7353 1.6562  0.248
H -0.2126 2.6573 1.6814  0.342
H -4.6609 0.7944 2.9379  0.677
H -2.6761 -11.7573 -5.7464  0.252
H -9.4043 3.6756 -0.6154  0.444
H -4.1723 -0.2475 1.6551  0.389
H -4.9059 -1.7981 7.2170  0.301
H -8.0400 6.9615 4.2125  0.274
H -8.8134 6.1721 1.8504  0.211
H 2.1859 -1.1451 -3.2658  0.328
H 1.7898 5.5647 2.0886  0.471
H 0.6473 3.7193 -0.9807  0.219
H 4.3364 5.9344 0.9236  0.374
H -6.1551 -1.7996 2.9960  0.363
H 1.5731 -10.2387 -4.0253  0.186
H -6.9379 -0.5798 1.5903  0.325
H -9.3641 5.4646 3.3353  0.406
H 3.0121 -2.0181 -4.5092  0.420
H -5.9677 0.2550 0.4258  0.427
H -2.0871 -1.4621 6.1503  0.295
H 2.7053 3.9716 -1.6268  0.083
H -2.5056 -1.2516 7.8865  0.381
H -2.4894 4.6348 0.5549  0.375
H 0.4871 7.2591 1.9716  0.566
H 4.1393 -10.0742 -4.5982  0.343
H 10.7295 4.2393 -0.9078  0.423
H -0.9252 -15.4923 -1.6885  0.288
H 4.9371 -5.5499 -4.3448  0.193
H 0.7401 3.6698 2.7634  0.378
H -1.1885 8.9175 2.2894  0.411
H -3.7705 -3.0797 6.9677  0.322
H 3.6583 2.5531 0.4987  0.586
H -2.1002 -12.1039 -1.1921  0.422
H -3.1646 -0.1573 6.6926  0.300
H 3.7565 4.9431 2.2761  0.549
H -6.8038 5.7213 4.1133  0.494
H -5.4131 9.5792 2.0125  0.299
H 2.4962 5.7453 -1.3694  0.270
H 2.0201 2.4436 -0.0814  0.265
H 2.9480 -1.9860 -0.8908  0.283